A 3-piece molecular cluster, C4H14O2 overall at a distorted geometry. Source: the Open Molecules 2025 dataset; level of theory: ωB97M-V/def2-TZVPD.

## Properties
Charge: 0
2S+1: 1
ΔE to the lowest compared entry with this formula, charge and spin, kJ/mol: 107.5
E_HOMO, Ha: -0.401
SMILES: CCCC.O.O
Kohn-Sham gap, eV: 11.703
E_tot, eV: -8469.2450

Each line ends with the Löwdin charge.
CARTESIAN COORDINATES (ANGSTROEM)
1 C -0.786 1.234 -1.117  -0.10
2 C 0.205 1.303 0.031  -0.28
3 C -0.356 0.726 1.369  -0.24
4 C 0.777 0.242 2.308  -0.11
5 H -1.240 0.252 -1.075  0.02
6 H -0.290 1.384 -2.072  0.08
7 H -1.601 1.903 -0.827  0.09
8 H 0.665 2.267 0.197  0.11
9 H 1.033 0.626 -0.164  0.05
10 H -0.935 -0.163 1.111  0.09
11 H -0.997 1.471 1.841  0.10
12 H 0.606 -0.803 2.535  0.07
13 H 0.855 0.908 3.177  0.06
14 H 1.772 0.509 1.937  0.07
15 O 2.045 -1.280 -0.551  -0.06
16 H 1.103 -1.203 -0.672  0.01
17 H 2.527 -0.525 -0.939  0.06
18 O -1.803 -1.888 -1.627  -0.07
19 H -2.746 -1.851 -1.375  0.05
20 H -1.607 -0.982 -1.896  -0.01

=====

A 3-piece molecular cluster, C4H14O2S overall. Source: the Open Molecules 2025 dataset; level of theory: ωB97M-V/def2-TZVPD.

## Properties
Charge: 0
2S+1: 1
ΔE to the lowest compared entry with this formula, charge and spin, kJ/mol: 38.6
E_HOMO, Ha: -0.331
SMILES: CCCCS.O.O
Kohn-Sham gap, eV: 9.474
E_tot, eV: -19305.1442

Each line ends with the Löwdin charge.
CARTESIAN COORDINATES (ANGSTROEM)
1 C -2.099 1.651 -1.162  -0.11
2 C -0.753 0.987 -1.336  -0.28
3 C 0.448 1.726 -0.753  -0.31
4 C 1.688 0.855 -0.772  -0.60
5 S 3.122 1.645 0.024  0.68
6 H -2.910 0.991 -1.448  0.07
7 H -2.202 2.565 -1.744  0.07
8 H -2.278 1.937 -0.122  0.07
9 H -0.754 0.009 -0.874  0.10
10 H -0.548 0.846 -2.400  0.11
11 H 0.643 2.645 -1.281  0.10
12 H 0.231 2.036 0.280  0.11
13 H 1.485 -0.111 -0.315  0.07
14 H 1.959 0.657 -1.814  0.07
15 H 2.955 2.806 -0.621  -0.15
16 O -2.302 -3.079 3.380  -0.07
17 H -1.781 -3.776 2.945  0.03
18 H -2.274 -3.285 4.318  0.03
19 O -2.374 -3.936 0.026  -0.06
20 H -1.412 -3.969 -0.036  0.03
21 H -2.612 -3.403 -0.741  0.03

=====

A 3-piece molecular cluster, C4H14O2S2 overall at a distorted geometry. Source: the Open Molecules 2025 dataset; level of theory: ωB97M-V/def2-TZVPD.

## Properties
Charge: 0
2S+1: 1
ΔE to the lowest compared entry with this formula, charge and spin, kJ/mol: 24.2
E_HOMO, Ha: -0.321
SMILES: CCSSCC.O.O
Kohn-Sham gap, eV: 9.398
E_tot, eV: -30140.4458

Each line ends with the Löwdin charge.
CARTESIAN COORDINATES (ANGSTROEM)
1 C -1.156 -0.624 1.787  -0.17
2 C -1.238 -2.035 1.233  -0.59
3 S -1.591 -2.189 -0.561  0.47
4 S -0.057 -1.305 -1.550  0.46
5 C 1.012 -2.704 -2.032  -0.60
6 C 2.297 -2.761 -1.188  -0.17
7 H -1.718 -0.579 2.726  0.07
8 H -1.454 0.161 1.088  0.06
9 H -0.129 -0.413 2.092  0.07
10 H -2.128 -2.558 1.561  0.04
11 H -0.388 -2.674 1.486  0.06
12 H 0.463 -3.637 -1.897  0.06
13 H 1.243 -2.530 -3.075  0.05
14 H 2.871 -1.851 -1.343  0.06
15 H 2.914 -3.620 -1.475  0.07
16 H 2.015 -2.797 -0.144  0.05
17 O -0.125 3.613 0.497  -0.06
18 H 0.763 3.957 0.632  0.03
19 H -0.048 2.896 -0.140  0.03
20 O -1.051 7.043 -0.231  -0.08
21 H -0.548 7.603 0.384  0.04
22 H -1.946 7.004 0.151  0.04

=====

A 4-piece molecular cluster, C4H14O3 overall at a distorted geometry. Source: the Open Molecules 2025 dataset; level of theory: ωB97M-V/def2-TZVPD.

## Properties
Charge: 0
2S+1: 1
ΔE to the lowest compared entry with this formula, charge and spin, kJ/mol: 152.1
E_HOMO, Ha: -0.329
SMILES: C/C=C/C.O.O.O
Kohn-Sham gap, eV: 9.387
E_tot, eV: -10516.3531

Each line ends with the Löwdin charge.
CARTESIAN COORDINATES (ANGSTROEM)
1 C 1.577 -0.543 -3.322  -0.12
2 C 1.748 0.141 -1.980  -0.19
3 C 2.952 0.300 -1.413  -0.19
4 C 3.088 1.061 -0.110  -0.12
5 H 2.460 -0.420 -3.954  0.06
6 H 0.782 -0.025 -3.854  0.06
7 H 1.527 -1.627 -3.171  0.07
8 H 0.859 0.177 -1.344  0.10
9 H 3.839 -0.223 -1.780  0.10
10 H 2.390 0.715 0.660  0.07
11 H 4.092 0.848 0.251  0.06
12 H 2.898 2.120 -0.351  0.08
13 O -4.167 -1.223 0.916  -0.04
14 H -3.960 -2.128 0.707  0.03
15 H -3.362 -0.893 1.302  -0.02
16 O -1.490 -1.068 2.567  -0.06
17 H -1.455 -0.155 2.886  0.02
18 H -0.813 -1.416 3.156  0.05
19 O -1.918 1.642 1.937  -0.05
20 H -1.810 0.830 1.426  0.02
21 H -2.867 1.814 1.913  0.06

=====

C4H14O3PTl as an isolated structure at a distorted geometry. Source: the Open Molecules 2025 dataset; level of theory: ωB97M-V/def2-TZVPD.

## Properties
Charge: +2
2S+1: 1
E_HOMO, Ha: -0.615
Kohn-Sham gap, eV: 5.137
E_tot, eV: -24472.7782

Each line ends with the Löwdin charge.
CARTESIAN COORDINATES (ANGSTROEM)
1 O -0.827 1.785 -2.619  -0.25
2 C -0.156 1.780 -1.326  -0.22
3 C -1.164 2.066 -0.237  -0.12
4 O -2.057 0.993 0.019  -0.03
5 C -1.645 0.082 0.937  -0.16
6 O -0.666 -0.852 0.365  -0.06
7 C 0.016 -1.505 1.276  -0.19
8 P 1.985 -1.741 0.648  0.58
9 H -1.270 0.893 -2.688  -0.06
10 H 0.367 0.827 -1.202  0.05
11 H 0.610 2.543 -1.303  0.15
12 H -0.683 2.457 0.657  0.15
13 H -1.770 2.884 -0.611  0.16
14 H -2.524 -0.508 1.176  0.17
15 H -1.297 0.531 1.871  0.16
16 H 0.108 -0.981 2.225  0.12
17 H -0.389 -2.498 1.460  0.15
18 H 2.301 -1.877 2.063  0.02
19 H 2.154 -0.280 0.684  0.02
20 H 1.620 -1.657 -0.755  -0.05
21 H 1.794 -3.200 0.550  0.04
22 H 3.420 -1.874 0.377  0.11
23 Tl 0.073 0.132 -3.569  1.26

=====

A 3-piece molecular cluster, C4H14O4 overall at a distorted geometry. Source: the Open Molecules 2025 dataset; level of theory: ωB97M-V/def2-TZVPD.

## Properties
Charge: +1
2S+1: 2
ΔE to the lowest compared entry with this formula, charge and spin, kJ/mol: 198.5
E_HOMO (spin up / spin down), Ha: -0.517 / -0.516
Kohn-Sham gap (spin up / spin down), eV: 10.665 / 3.659
E_tot, eV: -12553.6789

Each line ends with the Löwdin spin population.
CARTESIAN COORDINATES (ANGSTROEM)
1 C -0.051 -1.863 0.011  0.05
2 C 0.805 -0.590 -0.397  0.04
3 C 0.338 -0.052 -1.728  0.13
4 O 0.778 -0.908 -2.756  0.50
5 C -1.066 -1.455 1.151  0.03
6 O -1.450 -0.099 1.161  0.10
7 H 0.616 -2.658 0.325  0.00
8 H -0.713 -2.252 -0.771  0.00
9 H 1.838 -0.883 -0.573  0.00
10 H 0.763 0.085 0.453  0.01
11 H 0.818 0.937 -1.834  0.04
12 H -0.725 0.095 -2.017  0.08
13 H 0.611 -1.846 -2.513  0.00
14 H -0.553 -1.610 2.102  0.00
15 H -1.967 -2.055 1.058  0.01
16 H -2.209 0.029 0.584  0.00
17 H -0.614 3.389 -0.675  0.00
18 H 0.936 3.569 -0.639  0.00
19 O 0.119 3.462 -0.095  0.00
20 H -0.035 1.165 2.138  0.00
21 H 1.091 2.151 2.281  0.00
22 O 0.670 1.389 2.733  0.00